This record from the Open Molecules 2025 dataset describes a molecular structure, C8H15Cl4F3Li2MgNaO6 in a non-equilibrium geometry. The level of theory is ωB97M-V with the def2-TZVPD basis set.

Output
- molecular weight (u) = 467.18
- Kohn-Sham gap (hartree) = 0.053
- lowest unoccupied orbital energy (eV) = -6.42
- net charge = +1

The geometry in XYZ format:
```
40
C8H15Cl4F3Li2MgNaO6 ωB97M-V with the def2-TZVPD basis set
C 1.3124 -1.8645 -0.0319
C 1.0297 -0.3224 -0.3974
O 0.7507 0.4992 0.8024
C -0.2277 -0.3034 -1.4628
C -1.5563 -0.6514 -0.6041
C -2.7385 -1.5382 -1.2748
O -3.8596 -0.9639 -0.5179
C -3.5640 0.3586 -0.0311
O -4.3322 1.2485 0.3683
O -2.1510 0.6017 -0.1075
H 2.2079 -2.2191 -0.6743
H 0.4098 -2.5503 -0.2988
H 1.5636 -2.0571 1.0659
H 1.9953 0.1100 -0.8582
H 0.7996 1.4873 0.5488
H -0.0250 -1.0093 -2.3375
H -0.3284 0.7551 -1.9186
H -1.3490 -1.2584 0.3626
H -2.4455 -2.6116 -0.9651
H -2.9430 -1.4230 -2.4007
Mg -0.7230 1.7706 0.4184
F -0.3990 0.3844 -3.7096
F -1.6689 0.3825 -5.7431
Na 1.9482 -3.6754 -1.6761
O 3.7768 -6.2525 -0.1365
H 4.3149 -7.0250 0.0523
Li -3.1007 -1.4784 -3.9134
F 3.7422 -6.7536 1.7028
C -2.4309 5.3928 2.6835
O -2.2599 6.8051 2.6166
H -1.5610 4.9531 3.1700
H -3.3268 5.1582 3.2617
H -2.5216 4.9860 1.6730
H -3.0437 7.1716 2.1825
Li -2.2183 5.8789 0.3037
C 4.9852 -0.7961 1.5699
Cl 3.6323 0.3214 1.8438
Cl 5.7697 -0.4094 0.0231
Cl 6.1625 -0.6363 2.8885
Cl 4.3732 -2.4656 1.5217
```

=====

This record from the Open Molecules 2025 dataset describes 2 unconnected molecules or ions with the total composition C8H15ClF3N2O2P in a non-equilibrium geometry. The level of theory is ωB97M-V with the def2-TZVPD basis set.

Output
- molecular weight (u) = 294.64
- SMILES = NCCP(CC(=O)Cl)C(F)(F)F.CNC(C)=O
- Kohn-Sham gap (hartree) = 0.353
- lowest unoccupied orbital energy (eV) = 0.22

The geometry in XYZ format:
```
32
C8H15ClF3N2O2P ωB97M-V with the def2-TZVPD basis set
N -5.7213 0.3934 -0.8090
C -5.1445 0.7848 -2.1457
C -3.7631 1.5930 -2.0369
P -2.1999 0.5215 -2.0407
C -1.5395 0.6055 -0.2625
C -0.1334 1.3406 -0.1186
O 0.4792 1.9343 -1.0133
Cl 0.6194 1.2846 1.5755
C -2.6585 -1.3373 -2.2518
F -3.1666 -1.6411 -3.5285
F -1.4212 -2.0410 -2.0479
F -3.5246 -1.7858 -1.1972
H -4.9633 0.4963 -0.1067
H -5.9670 -0.6075 -0.8261
H -5.0960 -0.1536 -2.7970
H -5.9162 1.4884 -2.6265
H -3.8146 2.2274 -1.0735
H -3.7392 2.3249 -2.9227
H -1.3880 -0.4761 0.1146
H -2.3034 1.1817 0.3742
C 5.1482 0.7251 1.4797
N 4.2060 -0.2495 1.9856
C 4.4654 -1.4625 2.5471
C 5.9032 -1.8874 2.6797
O 3.5412 -2.1694 2.9255
H 5.0057 1.6579 2.0299
H 4.9292 0.8979 0.4237
H 6.1797 0.3958 1.5864
H 3.2201 -0.0364 1.9317
H 5.9467 -2.8730 3.1438
H 6.3697 -1.9491 1.6941
H 6.4468 -1.1832 3.3131
```

=====

This record from the Open Molecules 2025 dataset describes a molecular structure, C8H15ClNO2TiY in a non-equilibrium geometry. The level of theory is ωB97M-V with the def2-TZVPD basis set.

Output
- molecular weight (u) = 329.44
- Kohn-Sham gap (spin up / spin down) (hartree) = 0.229 / 0.229
- lowest unoccupied orbital energy (spin up / spin down) (eV) = -0.98 / -0.97

The geometry in XYZ format:
```
29
C8H15ClNO2TiY ωB97M-V with the def2-TZVPD basis set
Y 1.6218 2.5479 -0.3382
Cl -0.5177 1.8943 1.1402
C 0.5237 3.6795 -1.8421
C 2.8184 2.9875 1.4122
H 1.4361 4.2836 -2.0108
H 0.3274 2.9417 -2.5582
H -0.2355 4.1153 -1.2877
H 3.4307 3.6732 0.8021
H 3.2519 2.0574 1.6243
H 2.1342 3.4197 2.0620
Ti -0.0300 -0.1405 -0.0087
C 0.1697 -1.6327 1.2986
C 1.7290 0.2912 -0.8463
H 1.1681 -2.0455 1.1918
H -0.0301 -1.3104 2.3234
H -0.5869 -2.3826 0.9980
H 2.7470 0.1393 -0.3533
H 1.6312 0.4796 -1.9340
O -2.0817 -0.8238 -2.2003
C -2.6865 -0.7983 -1.1027
C -4.1316 -1.1261 -0.7374
C -4.2397 -0.9207 0.7301
C -2.8416 -0.4727 1.1912
O -2.4390 -0.2002 2.3452
N -2.0599 -0.4363 0.0508
H -4.7666 -0.4588 -1.3156
H -4.2994 -2.1584 -1.0392
H -4.9302 -0.1299 1.0037
H -4.4730 -1.8350 1.2700
```

=====

This record from the Open Molecules 2025 dataset describes C8H15ClSi in the gas phase in a non-equilibrium geometry. The level of theory is ωB97M-V with the def2-TZVPD basis set.

Output
- molecular weight (u) = 174.75
- SMILES = C=C[Si](Cl)(C=C)C(C)(C)C
- Kohn-Sham gap (hartree) = 0.362
- lowest unoccupied orbital energy (eV) = 0.68
- relative energy (zero: lowest compared OMol25 entry of this formula, charge and spin) (kcal per mole) = 0.00

The geometry in XYZ format:
```
25
C8H15ClSi ωB97M-V with the def2-TZVPD basis set
C -1.1155 -1.2733 2.9374
C -1.0743 -0.5859 1.8196
Si 0.2054 -0.6975 0.4726
Cl 1.2832 -2.4855 0.6078
C 1.3301 0.9135 1.2989
C 2.5553 0.8142 1.7299
C -0.3545 0.0119 -1.3041
C -1.4826 1.0845 -1.0957
C 0.8974 0.6127 -1.8584
C -0.8091 -1.2208 -2.1999
H -1.6789 -0.9678 3.7884
H -0.5565 -2.1322 3.2585
H -1.6944 0.2427 1.8429
H 0.7515 1.9038 1.3287
H 2.9915 1.7579 2.1273
H 3.1885 -0.0521 1.5176
H -2.3442 0.5506 -0.6883
H -1.3183 1.8463 -0.4087
H -1.7262 1.5238 -1.9886
H 1.7808 -0.0455 -1.9059
H 1.1702 1.4527 -1.0974
H 0.7220 1.0843 -2.8296
H -1.0900 -0.6491 -3.2009
H 0.0339 -1.8914 -2.4640
H -1.6650 -1.7980 -1.6880
```

=====

This record from the Open Molecules 2025 dataset describes a molecular structure, C8H15CoNOP in a non-equilibrium geometry. The level of theory is ωB97M-V with the def2-TZVPD basis set.

Output
- molecular weight (u) = 231.12
- Kohn-Sham gap (spin up / spin down) (hartree) = 0.103 / 0.278
- lowest unoccupied orbital energy (spin up / spin down) (eV) = 3.42 / 3.42
- net charge = -1
- multiplicity = 4
- ⟨S²⟩ = 3.78

The geometry in XYZ format:
```
27
C8H15CoNOP ωB97M-V with the def2-TZVPD basis set
C 0.3600 0.1854 -2.0013
C -0.8519 -0.5721 -2.0120
C -0.6181 -1.8469 -1.4218
C 0.7646 -1.9273 -1.0839
C 1.3912 -0.6721 -1.3674
Co 0.0114 -0.0882 -0.0145
P -0.4811 1.9924 0.1248
H 0.5466 1.1383 -2.4902
H -1.8171 -0.1991 -2.3855
H -1.3778 -2.5780 -1.1839
H 2.4415 -0.4138 -1.2552
H 1.2566 -2.7619 -0.5547
H -1.4849 2.2941 1.0943
H -0.9509 2.7480 -0.9855
H 0.6238 2.7706 0.5741
C -0.5285 -2.0723 3.9522
N -0.6041 -0.6139 3.9480
C -0.8370 0.0923 5.1900
C -0.4602 0.0254 2.7956
O -0.2613 -0.6474 1.7380
H -0.6585 -2.3834 4.9896
H 0.4423 -2.4144 3.5773
H -1.3228 -2.5067 3.3307
H -0.0150 0.8048 5.3895
H -1.7734 0.6789 5.1343
H -0.9012 -0.6335 5.9852
H -0.5235 1.1282 2.7902
```

=====

This record from the Open Molecules 2025 dataset describes a molecular structure, C8H15IrN4OS in a non-equilibrium geometry. The level of theory is ωB97M-V with the def2-TZVPD basis set.

Output
- molecular weight (u) = 407.52
- Kohn-Sham gap (spin up / spin down) (hartree) = 0.263 / 0.192
- lowest unoccupied orbital energy (spin up / spin down) (eV) = -12.70 / -15.77
- net charge = +3
- multiplicity = 6
- relative energy (zero: lowest compared OMol25 entry of this formula, charge and spin) (kcal per mole) = 0.00
- ⟨S²⟩ = 8.81

The geometry in XYZ format:
```
30
C8H15IrN4OS ωB97M-V with the def2-TZVPD basis set
Ir 12.0801 6.6669 3.1420
N 14.1344 5.7222 2.9357
C 14.7847 5.7790 4.3001
C 13.7936 5.1847 5.2748
N 12.4263 5.8541 5.2277
H 14.0204 4.7494 2.6278
H 14.7773 6.1948 2.3005
H 14.9357 6.8526 4.4010
H 15.7734 5.2963 4.3009
H 14.2349 5.2591 6.2822
H 13.6837 4.1255 5.0260
H 12.3754 6.5945 5.9347
H 11.6977 5.1800 5.5088
O 12.4259 10.5176 3.5937
S 13.0088 9.6685 2.4736
N 13.0105 8.1525 2.2006
C 6.1144 5.3417 4.0817
C 7.5014 5.8338 3.9660
C 8.0146 7.1599 3.9625
C 9.3376 7.4522 3.7702
N 10.2090 6.4389 3.5328
C 9.8288 5.1396 3.6040
C 8.4968 4.8499 3.7980
H 5.4089 6.1679 3.8269
H 5.9186 5.0719 5.1276
H 5.9876 4.4870 3.4280
H 7.3290 7.9909 4.0087
H 9.7730 8.4435 3.7707
H 10.6299 4.4110 3.4995
H 8.0894 3.8261 3.8440
```

=====

This record from the Open Molecules 2025 dataset describes a gas-phase ion, C8H15N2 (charge +1) in a non-equilibrium geometry. The level of theory is ωB97M-V with the def2-TZVPD basis set.

Output
- molecular weight (u) = 139.22
- SMILES = C=N[C@@H]1[NH+]=C(C)[C@H](C)[C@H]1C
- Kohn-Sham gap (hartree) = 0.374
- lowest unoccupied orbital energy (eV) = -3.70
- net charge = +1
- relative energy (zero: lowest compared OMol25 entry of this formula, charge and spin) (kcal per mole) = 62.77

The geometry in XYZ format:
```
25
C8H15N2 ωB97M-V with the def2-TZVPD basis set
C 3.1365 1.5773 0.0023
N 2.2994 0.6741 0.2571
C 1.2878 0.2709 -0.7290
N -0.0172 1.1070 -0.6127
C -1.1218 0.8553 -0.0362
C -2.2101 1.6669 0.4425
C -0.8463 -0.6456 0.3095
C -1.4162 -1.0817 1.7341
C 0.6211 -1.0465 -0.1888
C 0.5996 -2.0986 -1.3397
H 3.0947 2.2203 -0.9320
H 3.9891 1.6044 0.6375
H 1.4762 0.4121 -1.8215
H 0.2398 1.9312 -1.0686
H -3.2485 1.1638 0.2192
H -2.2244 2.6688 0.1556
H -2.0036 1.6290 1.5234
H -1.4555 -1.1633 -0.3759
H -1.0330 -1.8990 2.1954
H -2.5307 -1.2117 1.5460
H -1.4937 -0.2107 2.2993
H 1.1543 -1.4397 0.6783
H 0.1787 -1.7549 -2.2241
H -0.1306 -2.8629 -1.1821
H 1.6547 -2.3663 -1.4897
```

=====

This record from the Open Molecules 2025 dataset describes a gas-phase ion, C8H15N2 (charge +1) in a non-equilibrium geometry. The level of theory is ωB97M-V with the def2-TZVPD basis set.

Output
- molecular weight (u) = 139.22
- SMILES = [H]/N=C1/C=CC[N@H+](C)[C@@H]1CC
- Kohn-Sham gap (hartree) = 0.368
- lowest unoccupied orbital energy (eV) = -3.30
- net charge = +1
- relative energy (zero: lowest compared OMol25 entry of this formula, charge and spin) (kcal per mole) = 29.20

The geometry in XYZ format:
```
25
C8H15N2 ωB97M-V with the def2-TZVPD basis set
H 0.4837 -3.1699 0.4478
N -0.3808 -2.8727 0.0182
C -0.6463 -1.6797 -0.1295
C -1.8269 -1.1414 -0.7572
C -2.1808 0.1400 -0.6919
C -1.4687 1.2031 0.0860
N -0.4819 0.6493 1.0441
C 0.2260 1.7137 1.7825
C 0.4434 -0.3136 0.3949
C 1.1929 0.2131 -0.8119
C 2.2364 -0.7994 -1.2787
H -2.4204 -1.8523 -1.3130
H -3.0552 0.4900 -1.2213
H -0.9532 1.8854 -0.5990
H -2.2026 1.7948 0.6427
H -1.0161 0.1016 1.7285
H 0.7763 2.3466 1.0895
H -0.4818 2.3292 2.3346
H 0.9258 1.2672 2.4863
H 1.1196 -0.7199 1.1462
H 0.5063 0.4120 -1.6364
H 1.7071 1.1447 -0.5607
H 2.9677 -0.9919 -0.4976
H 2.7620 -0.4113 -2.1457
H 1.7674 -1.7386 -1.5583
```

=====

This record from the Open Molecules 2025 dataset describes 2 unconnected molecules or ions with the total composition C8H15N2 in a non-equilibrium geometry. The level of theory is ωB97M-V with the def2-TZVPD basis set.

Output
- molecular weight (u) = 139.22
- Kohn-Sham gap (hartree) = 0.277
- lowest unoccupied orbital energy (eV) = -4.97
- net charge = +1
- relative energy (zero: lowest compared OMol25 entry of this formula, charge and spin) (kcal per mole) = 103.18

The geometry in XYZ format:
```
25
C8H15N2 ωB97M-V with the def2-TZVPD basis set
C -1.0864 1.0509 -1.5389
C 1.0260 1.4537 1.6081
C 2.0941 0.8972 1.0125
C -2.0459 -0.9567 -1.3784
C -0.8382 -0.8967 -0.3956
C 0.3449 0.8623 2.7407
C 2.7672 -0.3414 1.4123
C -1.6324 -2.0700 -2.4290
N -2.0957 0.3404 -1.9499
N -0.3968 0.3272 -0.6421
H -0.9123 2.0902 -1.8929
H 0.5892 2.4223 1.3132
H 2.6445 1.4270 0.3507
H -2.9095 -1.2589 -0.9113
H -0.2836 1.7312 3.1630
H 1.1169 0.4212 3.5029
H -0.5148 0.1014 2.4893
H 3.8385 0.0257 1.4473
H 2.7419 -0.9136 0.5945
H 2.4436 -1.0203 2.3150
H -0.7957 -1.6349 -2.9472
H -2.2861 -2.3672 -3.2365
H -1.4972 -2.9768 -1.9121
H -2.8317 0.6044 -2.5463
H 0.5195 0.6813 -0.1695
```

=====

This record from the Open Molecules 2025 dataset describes a gas-phase ion, C8H15N2O4 (charge -1) in a non-equilibrium geometry. The level of theory is ωB97M-V with the def2-TZVPD basis set.

Output
- molecular weight (u) = 203.22
- SMILES = COC[C@H](NCC(=O)N(C)C)C(=O)[O-]
- Kohn-Sham gap (hartree) = 0.242
- lowest unoccupied orbital energy (eV) = 2.82
- net charge = -1
- relative energy (zero: lowest compared OMol25 entry of this formula, charge and spin) (kcal per mole) = 71.01

The geometry in XYZ format:
```
29
C8H15N2O4 ωB97M-V with the def2-TZVPD basis set
C 2.4604 2.3891 0.6497
O 1.9985 1.5124 -0.4206
C 1.2427 0.4340 0.1776
C 1.1092 -0.8615 -0.7699
N 0.7219 -2.0484 0.0454
C -0.5818 -1.8149 0.7825
C -1.7795 -1.4279 -0.2009
O -2.0914 -2.2809 -1.0898
N -2.5853 -0.2026 -0.1624
C -2.3208 0.7115 -1.3121
C -2.5488 0.4878 1.1564
C 2.5456 -1.2357 -1.4400
O 3.3884 -2.0190 -0.8890
O 2.8544 -0.6583 -2.6565
H 3.2454 3.1053 0.2360
H 2.9737 1.7934 1.5000
H 1.5704 2.9446 1.1365
H 0.1894 0.8382 0.4287
H 1.6860 0.0824 1.1899
H 0.4146 -0.6674 -1.6665
H 1.4346 -2.1538 0.7860
H -0.4549 -1.1239 1.6860
H -0.8514 -2.8516 1.2216
H -2.2570 1.8089 -0.9833
H -3.1960 0.6112 -2.0542
H -1.3617 0.4787 -1.8812
H -3.5698 1.0213 1.2751
H -2.4668 -0.2174 2.0545
H -1.7700 1.3444 1.2006
```

=====

This record from the Open Molecules 2025 dataset describes a molecular structure, C8H15N2O4P in a non-equilibrium geometry. The level of theory is ωB97M-V with the def2-TZVPD basis set.

Output
- molecular weight (u) = 234.19
- Kohn-Sham gap (hartree) = 0.343
- lowest unoccupied orbital energy (eV) = 0.62
- relative energy (zero: lowest compared OMol25 entry of this formula, charge and spin) (kcal per mole) = 109.44

The geometry in XYZ format:
```
30
C8H15N2O4P ωB97M-V with the def2-TZVPD basis set
C 0.9286 0.8043 -2.6144
C -1.0399 -0.9310 1.3297
C -0.4397 -1.1584 -3.0899
C -0.4419 2.2553 1.9237
C 1.8109 1.0787 1.5800
C -0.1662 -0.0681 -1.9881
C 0.4170 1.3937 1.0390
C -0.2343 0.1145 0.4896
N -1.0734 -2.3983 1.1646
N 0.3506 -0.5615 -0.7076
O -1.6244 0.0431 0.5246
O 1.9498 0.9582 -1.9974
O -1.0220 -0.5733 2.7201
O -0.6074 -3.7513 -0.9377
P 0.1094 -2.8335 -0.0292
H 0.5940 1.1047 -3.5851
H -1.0998 -1.7975 -2.6112
H -0.8973 -0.4662 -3.9293
H 0.5005 -1.7285 -3.2450
H -1.5556 1.9576 1.8478
H -0.3012 3.2558 1.6437
H 0.0322 2.1257 2.8688
H 1.8041 0.7594 2.7281
H 2.4416 0.3687 1.1880
H 2.4748 1.9038 1.6691
H -1.1036 0.6091 -1.6199
H 0.6848 1.7605 0.0355
H -2.0121 -2.7129 1.2922
H -1.7790 -1.0828 2.9241
H 1.2994 -0.4298 -0.6141
```

=====

This record from the Open Molecules 2025 dataset describes a molecular structure, C8H15N3 in a non-equilibrium geometry. The level of theory is ωB97M-V with the def2-TZVPD basis set.

Output
- molecular weight (u) = 153.23
- Kohn-Sham gap (hartree) = 0.378
- lowest unoccupied orbital energy (eV) = 0.91
- relative energy (zero: lowest compared OMol25 entry of this formula, charge and spin) (kcal per mole) = 35.36

The geometry in XYZ format:
```
26
C8H15N3 ωB97M-V with the def2-TZVPD basis set
C 1.2227 -0.6525 -2.7937
C 2.3054 -0.8938 -1.9486
C 1.0306 2.2176 1.1983
C -1.7996 -1.9138 0.0994
C -1.4622 1.0739 -0.0364
C 0.5635 0.8126 1.5580
C -0.9191 -1.1593 1.0864
C -0.4409 0.1961 0.6095
N 0.2000 -0.2608 -2.0337
N 1.9128 -0.6431 -0.6976
N 0.6770 -0.2787 -0.8271
H 1.1248 -0.7362 -3.8567
H 3.3005 -1.2170 -2.1758
H 1.4207 2.2423 0.1831
H 1.8261 2.5215 1.8727
H 0.2228 2.9397 1.2878
H -2.0216 -2.9060 0.4862
H -1.2914 -2.0217 -0.8556
H -2.7413 -1.3957 -0.0673
H -1.8778 0.5845 -0.9122
H -1.0353 2.0210 -0.3481
H -2.2624 1.2653 0.6787
H 0.1261 0.8247 2.5600
H 1.4319 0.1518 1.5860
H -0.0424 -1.7664 1.3271
H -1.4710 -1.0059 2.0195
```

=====

no.,DFT total energy (eV)
1,-89314.7011
2,-45576.9030
3,-50801.8218
4,-28938.2709
5,-58989.2079
6,-30184.1421
7,-11510.2608
8,-11511.7166
9,-11508.5086
10,-19707.3725
11,-28994.9812
12,-13008.3783